[1]
49
Properties=species:S:1:pos:R:3 method="wB97M-V/def2-TZVPD" e_lumo_ev=-0.988 smiles="NC(=O)C1CCN(c2c(S(=O)(=O)c3ccccc3)cnc3ccc(Cl)cc23)CC1" e_above_lowest_kcal_mol=112.1 gap_ev=7.90 homo_energy_ev=-8.89 total_energy_ha=-2060.50905
O -1.736 3.162 -3.787
O -0.951 -2.472 3.834
O -1.996 -2.603 1.692
Cl 4.206 -0.689 -3.569
N 2.927 -2.286 1.880
C -1.289 2.067 -3.551
C 1.732 -2.141 2.411
C -2.677 2.405 3.199
C -3.556 1.339 2.929
C -1.346 2.160 3.397
C -3.046 0.053 2.714
C -0.751 0.868 3.099
C 4.664 -1.815 -1.181
C 3.652 -1.196 -1.915
C -1.676 -0.188 2.827
C 0.629 -1.630 1.763
C 4.418 -2.049 0.066
C 2.374 -0.985 -1.421
C 0.855 -1.199 0.464
C 3.164 -1.899 0.592
C 2.072 -1.312 -0.184
N -0.482 1.624 -4.538
N -0.195 -0.421 -0.186
C -0.260 1.008 0.024
C -1.113 -0.985 -1.155
C -0.348 1.796 -1.277
C -1.105 -0.137 -2.419
C -1.440 1.303 -2.259
S -1.013 -1.849 2.510
H 1.691 -2.530 3.462
H -3.040 3.431 3.234
H -4.624 1.458 2.907
H -0.658 3.010 3.583
H -3.774 -0.756 2.513
H 0.310 0.747 3.103
H 5.560 -2.027 -1.703
H 5.203 -2.462 0.757
H 1.631 -0.521 -2.081
H -0.170 2.265 -5.273
H 0.039 0.790 -4.369
H 0.613 1.272 0.641
H -1.148 1.256 0.493
H -2.156 -0.993 -0.888
H -0.771 -1.976 -1.413
H -0.540 2.834 -1.215
H 0.605 1.797 -1.642
H -1.799 -0.601 -3.123
H -0.214 -0.268 -2.933
H -2.474 1.344 -2.013

=====

[2]
17
Properties=species:S:1:pos:R:3 method="wB97M-V/def2-TZVPD" e_lumo_ev="-3.838 / -9.525" s_squared=0.755 total_charge=+1 e_above_lowest_kcal_mol=38.3 spin_multiplicity=2 gap_ev="10.42 / 4.72" homo_energy_ev="-14.25 / -14.24" total_energy_ha=-325.76255
C -0.519 0.061 1.303
C 0.600 -0.692 0.519
C 2.010 -0.163 0.773
O 0.270 -0.550 -0.865
N -1.818 -0.476 0.901
H -0.405 -0.130 2.367
H -0.453 1.154 1.043
H 0.730 -1.781 0.603
H 2.021 0.929 0.956
H 2.537 -0.566 1.644
H 2.625 -0.406 -0.101
H -0.256 -1.338 -1.059
H -2.186 0.061 0.115
H -2.527 -0.580 1.618
H -1.247 1.640 -2.253
H 0.089 0.894 -1.709
O -0.284 1.568 -2.304

=====

[3]
42
Properties=species:S:1:pos:R:3 method="wB97M-V/def2-TZVPD" e_lumo_ev=-0.083 smiles=CCOBB(O)N(C)C.ClC(Cl)(Cl)Cl.ClC(Cl)(Cl)Cl.ClC(Cl)(Cl)Cl.ClC(Cl)(Cl)Cl gap_ev=8.66 homo_energy_ev=-8.74 total_energy_ha=-7930.51207
C 2.980 -0.478 -1.803
C 2.974 1.160 -2.004
O 2.715 1.591 -3.388
B 1.384 1.172 -3.868
B 0.041 1.875 -3.215
O -0.083 3.362 -3.374
N -1.057 1.179 -2.432
C -1.027 1.526 -0.954
C -1.107 -0.312 -2.680
H 1.968 -0.754 -1.238
H 3.877 -0.758 -1.090
H 3.103 -1.070 -2.809
H 2.267 1.666 -1.200
H 4.069 1.552 -1.737
H 1.295 0.327 -4.683
H 0.676 3.722 -2.801
H -0.118 2.286 -0.815
H -0.876 0.599 -0.244
H -2.034 2.104 -0.730
H -1.424 -0.527 -3.807
H -0.160 -0.908 -2.338
H -2.014 -0.728 -2.025
C -3.434 -2.483 0.434
Cl -4.318 -3.568 -0.668
Cl -3.857 -2.876 2.120
Cl -1.681 -2.694 0.196
Cl -3.881 -0.793 0.089
C 2.682 6.500 -4.172
Cl 3.647 7.233 -2.866
Cl 3.410 6.901 -5.747
Cl 2.651 4.731 -3.965
Cl 1.018 7.135 -4.108
C -3.318 -2.238 6.131
Cl -4.202 -3.323 5.029
Cl -3.741 -2.631 7.817
Cl -1.565 -2.449 5.893
Cl -3.765 -0.548 5.786
C 0.582 -5.497 7.453
Cl 1.948 -5.067 8.513
Cl 1.009 -5.142 5.760
Cl 0.222 -7.234 7.623
Cl -0.852 -4.545 7.916

=====

[4]
80
Properties=species:S:1:pos:R:3 method="wB97M-V/def2-TZVPD" e_lumo_ev=0.595 smiles="CCCO[C@H](OCCl)[C@H](N=C(C)C)OCCCCCCCCCCOC.CCOC(=O)C(F)(F)F" gap_ev=9.84 homo_energy_ev=-9.24 total_energy_ha=-2207.38606
C 4.427 -0.862 0.075
C 4.530 -0.674 -1.447
C 4.678 0.805 -1.847
O 3.770 1.205 -2.864
C 2.464 1.427 -2.399
O 1.519 0.996 -3.350
C 1.882 1.024 -4.687
Cl 2.276 2.662 -5.315
C 2.265 2.915 -1.976
N 2.497 2.956 -0.535
C 3.182 3.911 -0.054
C 3.437 5.226 -0.755
C 3.726 3.730 1.341
O 1.028 3.439 -2.371
C -0.084 2.952 -1.623
C -0.468 3.846 -0.429
C -1.877 4.466 -0.507
C -2.666 4.263 0.792
C -3.228 2.855 1.009
C -4.300 2.410 0.003
C -3.731 1.795 -1.301
C -4.179 0.351 -1.558
C -3.247 -0.688 -0.906
C -3.715 -1.182 0.476
O -3.687 -2.590 0.597
C -2.466 -3.102 1.089
H 3.876 -0.042 0.540
H 3.950 -1.809 0.328
H 5.422 -0.869 0.525
H 3.649 -1.093 -1.935
H 5.417 -1.214 -1.779
H 5.671 0.986 -2.259
H 4.589 1.438 -0.958
H 2.300 0.808 -1.509
H 1.013 0.695 -5.248
H 2.731 0.381 -4.900
H 3.019 3.495 -2.510
H 3.997 5.911 -0.124
H 2.499 5.684 -1.066
H 4.035 5.077 -1.658
H 4.120 4.647 1.771
H 2.944 3.312 1.974
H 4.520 2.979 1.302
H -0.914 2.905 -2.331
H 0.093 1.922 -1.303
H -0.414 3.229 0.473
H 0.299 4.613 -0.327
H -1.770 5.546 -0.637
H -2.423 4.095 -1.376
H -1.964 4.446 1.612
H -3.471 4.996 0.891
H -2.420 2.119 1.072
H -3.689 2.865 2.003
H -4.910 3.283 -0.234
H -4.924 1.661 0.495
H -2.641 1.842 -1.276
H -4.030 2.430 -2.140
H -5.194 0.223 -1.175
H -4.186 0.175 -2.635
H -2.244 -0.265 -0.815
H -3.180 -1.568 -1.549
H -4.753 -0.882 0.638
H -3.127 -0.722 1.280
H -2.663 -4.083 1.519
H -2.051 -2.460 1.874
H -1.727 -3.201 0.286
C -1.742 -9.485 3.513
C -1.969 -8.075 4.009
O -0.717 -7.377 4.207
C -0.151 -6.880 3.120
O -0.558 -6.938 1.997
C 1.149 -6.135 3.504
F 1.894 -6.857 4.351
F 0.841 -4.971 4.101
F 1.874 -5.874 2.418
H -1.088 -10.028 4.195
H -2.694 -10.010 3.447
H -1.280 -9.484 2.527
H -2.442 -8.075 4.987
H -2.595 -7.502 3.326

=====

[5]
52
Properties=species:S:1:pos:R:3 method="wB97M-V/def2-TZVPD" e_lumo_ev=1.932 total_charge=-1 e_above_lowest_kcal_mol=18.1 gap_ev=7.95 homo_energy_ev=-6.02 total_energy_ha=-2520.30566
Ca 0.185 1.694 -0.215
O 0.614 3.967 -0.066
C 1.992 4.238 -0.326
C 2.535 3.385 -1.474
N 2.406 1.936 -1.217
C 3.371 1.451 -0.210
C 2.849 1.497 1.254
O 3.686 1.524 2.148
O 1.569 1.448 1.360
C 2.343 1.180 -2.485
C 0.942 1.337 -3.128
O 0.845 1.583 -4.321
O -0.021 1.182 -2.275
H 0.038 4.190 -0.854
H 2.536 4.014 0.591
H 2.149 5.293 -0.551
H 3.584 3.663 -1.641
H 1.978 3.619 -2.384
H 4.321 1.989 -0.256
H 3.582 0.397 -0.400
H 2.472 0.117 -2.270
H 3.108 1.487 -3.201
N -1.395 3.890 -1.943
C -2.629 3.991 -1.125
C -2.806 2.874 -0.094
O -3.925 2.756 0.388
O -1.756 2.183 0.170
H -1.520 4.341 -2.839
H -1.200 2.909 -2.153
H -3.529 3.998 -1.737
H -2.617 4.922 -0.556
S 0.459 -4.911 1.600
C 0.116 -3.226 1.121
C 0.097 -2.213 2.069
C -0.146 -0.919 1.645
N -0.343 -0.599 0.359
C -0.334 -1.585 -0.545
C -0.112 -2.910 -0.210
C -1.193 -5.464 1.977
C -2.014 -5.991 0.992
C -3.285 -6.422 1.343
N -3.772 -6.367 2.586
C -2.969 -5.858 3.523
C -1.683 -5.399 3.273
H 0.283 -2.424 3.114
H -0.163 -0.100 2.352
H -0.496 -1.280 -1.573
H -0.098 -3.677 -0.973
H -1.667 -6.065 -0.031
H -3.944 -6.835 0.587
H -3.372 -5.813 4.529
H -1.073 -4.998 4.072

=====

[6]
36
Properties=species:S:1:pos:R:3 method="wB97M-V/def2-TZVPD" e_lumo_ev=-3.016 total_charge=-1 gap_ev=2.51 homo_energy_ev=-5.53 total_energy_ha=-1445.69044
Mg 17.042 -18.039 5.392
N 14.320 -13.328 5.713
O 14.834 -14.419 5.523
O 13.244 -13.291 6.300
O 14.931 -12.326 5.364
N 16.726 -17.744 10.589
O 17.079 -17.953 9.438
O 17.507 -17.250 11.395
O 15.632 -18.056 10.948
N 13.013 -21.638 5.355
O 13.464 -22.633 4.766
O 11.809 -21.518 5.749
O 13.714 -20.593 5.527
C 19.739 -16.862 0.337
C 19.603 -17.052 1.903
C 19.956 -15.905 2.805
O 19.747 -16.308 4.103
C 20.352 -15.449 5.039
N 18.276 -17.499 2.272
H 19.367 -17.786 -0.108
H 20.813 -16.714 0.221
H 19.147 -16.003 0.024
H 20.204 -17.932 2.131
H 19.379 -15.025 2.521
H 21.002 -15.670 2.605
H 21.433 -15.459 4.894
H 20.311 -15.809 6.068
H 19.916 -14.452 4.971
H 17.625 -16.965 1.715
H 18.202 -18.285 1.642
C 19.668 -22.904 4.784
O 19.467 -21.662 5.460
H 19.360 -22.663 3.767
H 20.730 -23.149 4.773
H 19.195 -23.760 5.264
H 20.104 -21.514 6.163

=====

[7]
61
Properties=species:S:1:pos:R:3 method="wB97M-V/def2-TZVPD" e_lumo_ev=-0.593 gap_ev=8.76 homo_energy_ev=-9.36 total_energy_ha=-35195.52917
C 4.477 -0.349 1.153
C 3.284 0.161 0.316
C 1.971 -0.468 0.843
C 1.448 -1.609 -0.049
O 1.023 -2.719 0.757
C -0.326 -2.849 0.894
P -1.296 -3.383 -0.712
O -0.321 -3.063 -1.983
Br -3.047 -2.023 -1.027
O -0.457 -4.067 1.694
C -1.798 -4.084 1.927
O -2.546 -4.978 1.890
O -2.174 -2.746 2.178
C -1.078 -1.945 1.942
O -0.145 -1.835 3.027
C -0.651 -2.108 4.195
N -1.159 -2.472 5.155
O -1.232 -0.744 1.278
C -1.887 0.271 1.965
O -1.953 0.332 3.149
C -2.427 1.279 0.997
C -3.787 1.483 0.832
C -4.195 2.404 -0.127
C -3.250 3.069 -0.893
C -1.884 2.877 -0.716
C -1.471 1.955 0.242
H 4.325 -1.424 1.272
H 5.401 -0.125 0.625
H 4.438 0.120 2.134
H 3.212 1.239 0.477
H 3.412 -0.058 -0.744
H 2.161 -0.924 1.815
H 1.228 0.311 0.998
H 2.188 -1.888 -0.796
H 0.590 -1.212 -0.595
H -0.424 -2.125 -2.215
H -4.476 0.912 1.440
H -5.256 2.550 -0.278
H -3.575 3.767 -1.657
H -1.136 3.361 -1.307
H -0.414 1.764 0.377
C 0.425 6.625 -0.629
Br -1.092 5.533 -0.142
Br -0.113 8.355 -1.285
Br 1.690 6.770 0.816
H 0.929 6.121 -1.442
C -6.584 -3.835 -2.351
Br -5.854 -5.202 -1.211
Br -7.042 -2.249 -1.357
Br -5.403 -3.432 -3.817
H -7.499 -4.222 -2.775
C 8.269 1.552 1.047
Br 6.498 2.305 0.991
Br 8.821 1.173 2.851
Br 8.420 0.003 -0.088
H 8.945 2.299 0.657
C 0.467 -0.151 -4.399
Br 1.865 -1.429 -4.055
Br -0.161 0.669 -2.767
Br 0.991 1.157 -5.707
H -0.368 -0.699 -4.812

=====

[8]
13
Properties=species:S:1:pos:R:3 method="wB97M-V/def2-TZVPD" e_lumo_ev=0.502 smiles=Cn1nccc1O e_above_lowest_kcal_mol=53.2 gap_ev=9.06 homo_energy_ev=-8.56 total_energy_ha=-340.71017
C -0.343 1.208 1.617
C -0.088 0.331 -1.819
C 0.005 -0.949 -1.296
C 0.089 -0.756 0.082
H -1.355 1.633 1.717
H 0.411 1.955 1.556
H -0.083 0.413 2.353
H 0.065 0.683 -2.823
H 0.131 -1.970 -1.714
H 1.260 -1.996 1.229
N -0.168 0.522 0.309
N 0.010 1.255 -0.795
O 0.338 -1.522 1.198

=====

[9]
9
Properties=species:S:1:pos:R:3 method="wB97M-V/def2-TZVPD" e_lumo_ev=0.596 smiles=OCPO e_above_lowest_kcal_mol=36.0 gap_ev=10.07 homo_energy_ev=-9.47 total_energy_ha=-532.87156
C 0.773 0.611 -0.175
O 1.369 -0.664 -0.245
O -1.508 -1.064 0.135
P -1.498 0.519 -0.268
H 1.297 1.172 -0.992
H 1.022 1.115 0.764
H 0.760 -1.161 -0.773
H -0.737 -1.525 0.501
H -1.478 0.997 1.053

=====

[10]
21
Properties=species:S:1:pos:R:3 method="wB97M-V/def2-TZVPD" e_lumo_ev=0.188 smiles="CN[C@]1([N+](=O)[O-])C=CC=CC1" e_above_lowest_kcal_mol=139.0 gap_ev=8.95 homo_energy_ev=-8.76 total_energy_ha=-532.53556
C 2.492 -0.947 0.523
C 1.669 -0.172 1.422
C 1.901 -1.388 -0.653
C 0.364 0.080 1.216
C 0.469 -1.294 -0.898
C -0.360 -0.483 0.053
C -2.203 1.385 -0.159
N -1.043 0.684 -0.744
N -1.556 -1.338 0.453
O -2.109 -1.163 1.505
O -1.952 -2.066 -0.453
H 3.492 -0.910 0.854
H 2.226 0.018 2.397
H 2.323 -1.742 -1.568
H -0.359 0.408 2.012
H 0.489 -0.854 -1.963
H 0.073 -2.218 -0.933
H -1.911 2.045 0.612
H -2.646 2.055 -0.824
H -3.040 0.796 0.278
H -1.536 0.238 -1.495

=====

[11]
18
Properties=species:S:1:pos:R:3 method="wB97M-V/def2-TZVPD" e_lumo_ev=4.144 total_charge=-2 e_above_lowest_kcal_mol=41.2 gap_ev=2.48 homo_energy_ev=1.66 total_energy_ha=-5767.83971
Na -4.215 27.342 5.874
C -1.706 27.408 7.050
O -1.834 27.600 5.818
O -2.503 26.623 7.585
O -0.698 27.865 7.594
C -4.341 23.823 3.981
O -4.026 24.919 4.845
H -3.565 23.736 3.220
H -4.290 22.864 4.496
H -5.282 23.814 3.430
Br -6.091 27.025 7.846
C -5.875 25.257 8.793
C -4.795 25.222 9.893
Br -5.337 26.230 11.519
H -5.699 24.508 8.021
H -6.847 24.952 9.181
H -3.837 25.653 9.604
H -4.651 24.181 10.185

=====

[12]
61
Properties=species:S:1:pos:R:3 method="wB97M-V/def2-TZVPD" e_lumo_ev=0.228 e_above_lowest_kcal_mol=10.1 gap_ev=9.00 homo_energy_ev=-8.77 total_energy_ha=-1418.29806
C -2.614 -0.912 2.419
C -1.413 -0.066 2.367
C -0.605 0.280 3.386
C -0.174 0.687 0.326
C -1.298 0.511 0.997
H -2.787 -1.386 1.412
H -3.478 -0.281 2.452
H -2.548 -1.622 3.259
H -0.814 -0.011 4.375
H 0.344 0.768 3.200
H 0.855 0.366 0.440
H -0.246 1.055 -0.710
H -2.239 0.913 0.681
H -1.087 3.235 -1.611
H -2.515 2.482 -1.637
O -1.946 3.129 -1.195
H -1.047 -2.881 -0.069
H -0.462 -2.253 -1.448
O -0.552 -3.039 -0.880
H 3.139 0.031 1.363
H 2.875 1.351 2.091
O 2.884 0.375 2.240
H 0.488 3.920 3.059
H -0.345 3.187 2.006
O 0.551 3.243 2.384
H -0.331 2.179 -4.688
H -0.606 1.906 -3.233
O 0.129 1.982 -3.846
H -2.716 4.028 1.541
H -1.803 3.338 0.472
O -2.043 3.348 1.409
H 2.884 -2.719 -1.241
H 4.057 -2.425 -2.060
O 3.112 -2.186 -2.059
H 1.546 2.977 0.510
H 2.321 4.336 0.384
O 1.795 3.698 -0.109
H 3.200 -0.830 -0.935
H 2.464 0.552 -1.124
O 3.003 0.032 -0.471
H 1.759 1.899 -3.166
H 1.954 2.389 -1.682
O 1.749 1.619 -2.239
H 1.088 -3.758 -0.290
H 1.965 -3.030 0.927
O 1.949 -3.484 0.042
H -0.331 -4.614 1.740
H -1.235 -5.083 0.611
O -1.260 -4.680 1.489
H -2.495 -2.719 -1.760
H -2.218 -2.199 -3.006
O -2.950 -2.116 -2.370
H -3.180 -0.139 -2.354
H -1.690 0.439 -2.665
O -2.620 0.635 -2.363
H -0.089 -0.339 -1.451
H 0.665 -1.106 -2.582
O -0.205 -0.748 -2.336
H 1.969 -2.717 3.099
H 1.551 -1.305 2.562
O 1.645 -2.241 2.335